Record 1
DFT (ωB97M-V with the def2-TZVPD basis set) results for a molecular structure, C21H70AsF6O14.

```
112
Properties=species:S:1:pos:R:3:forces:R:3
As -0.8061 0.3520 -0.4037 2.796 1.018 0.064
F 0.4577 -0.9045 -0.4658 -1.636 1.558 0.396
F 0.4426 1.6191 -0.1278 -1.681 -1.595 0.324
F -2.1297 1.5254 -0.4178 0.743 -0.901 0.275
F -1.9704 -0.8535 -0.9143 -0.790 -0.634 0.020
F -1.0949 -0.0535 1.3434 0.069 0.856 -2.354
F -0.4940 0.6436 -2.1309 -0.273 -0.745 1.472
O 0.2877 4.2527 0.9471 0.417 0.269 0.288
H 0.7621 3.4763 0.6498 0.057 -0.182 -0.053
H -0.5247 4.2459 0.4409 -0.530 0.083 -0.102
O -2.6054 4.2348 0.0845 -0.056 0.333 0.284
H -2.7076 4.3586 -0.8591 -0.025 0.029 -0.357
H -2.6555 3.2871 0.2091 0.183 -0.247 -0.022
O -4.6633 1.2393 1.2781 -0.348 -0.352 0.047
H -3.9565 0.8565 0.7584 0.416 0.018 -0.073
H -4.6132 2.1778 1.0970 -0.041 0.443 -0.104
O -1.3676 2.3087 -3.8571 -0.756 0.372 -0.347
H -0.5150 2.7330 -3.9525 0.407 0.109 -0.215
H -1.1909 1.5314 -3.3271 0.010 0.070 -0.085
O -3.6964 -0.6670 -3.9158 -0.191 -0.590 0.054
H -3.2021 -0.7416 -3.0996 0.416 0.321 0.109
H -4.3508 0.0089 -3.7392 -0.123 0.352 -0.067
O 0.2932 -2.4682 1.8825 -0.259 -0.378 -0.456
H 0.0934 -1.5609 1.6522 -0.050 0.067 -0.106
H 0.5234 -2.4350 2.8110 0.258 -0.132 0.389
O 2.2958 -2.7089 -0.8885 0.039 -0.575 0.214
H 1.5367 -2.1453 -0.7391 0.061 -0.222 0.141
H 2.8016 -2.2565 -1.5636 0.303 0.060 -0.341
C 4.0437 0.2312 2.3358 -0.748 1.318 0.664
C 2.9730 0.6312 3.4069 0.484 -0.790 -0.490
C 1.5309 0.7463 2.9450 1.111 0.279 0.386
O 3.0701 -0.3150 4.4637 0.208 0.143 0.519
H 3.9287 0.8313 1.4332 -0.172 -0.132 -0.214
H 4.0273 -0.8334 2.1024 -0.007 0.102 0.056
H 4.9860 0.5664 2.7691 0.267 -0.561 -0.077
H 3.2288 1.6043 3.8260 0.298 -0.021 0.114
H 1.5243 1.6364 2.3159 -0.638 -0.356 -0.457
H 0.9548 0.9603 3.8452 -0.296 -0.078 -0.145
H 1.2304 -0.1993 2.4938 -0.214 0.396 -0.286
H 2.4760 -1.0398 4.2557 -0.201 -0.074 -0.001
C -1.1517 -1.4617 4.7421 -0.625 0.752 0.437
C -0.2555 -2.6155 5.1974 -3.907 -0.939 0.308
C -0.7741 -4.0467 4.8518 -0.941 1.140 -0.096
O 0.9295 -2.4461 4.5983 3.433 0.625 -0.934
H -0.6336 -0.5178 4.9114 0.345 -0.067 -0.054
H -2.0476 -1.3310 5.3491 -0.086 -0.484 0.273
H -1.5219 -1.4078 3.7183 0.435 -0.595 -0.241
H -0.2156 -2.5272 6.2831 0.343 -0.029 0.242
H 0.0097 -4.7764 5.0549 -0.329 -0.174 0.152
H -1.1124 -4.1211 3.8183 0.736 0.188 -0.406
H -1.7325 -4.2268 5.3387 0.302 -0.357 0.796
H 1.5872 -2.9788 5.0511 0.281 -0.144 -0.149
C -2.5564 1.9627 4.0712 0.572 -0.298 0.366
C -3.8228 1.5082 4.7809 1.201 0.462 0.150
C -3.8940 1.9739 6.2410 -0.733 1.176 -0.312
O -4.8731 2.0739 4.0289 -1.025 -0.028 0.719
H -2.5649 1.6881 3.0163 -0.003 -0.247 0.008
H -1.6821 1.5119 4.5407 0.225 0.083 -0.086
H -2.4558 3.0477 4.0960 -0.087 0.020 0.209
H -3.8679 0.4193 4.7973 -0.178 -0.307 -0.244
H -4.9522 2.0534 6.4897 -0.086 -0.441 0.280
H -3.5685 3.0097 6.3374 0.244 0.166 -0.276
H -3.3485 1.4462 7.0233 -0.032 -0.531 -0.467
H -4.8311 1.6640 3.1618 -0.044 -0.090 -0.251
C 1.5010 3.6808 -2.4280 0.328 1.423 0.474
C 2.2821 3.8653 -3.7748 -0.934 -0.347 1.624
C 3.7787 3.4883 -3.7196 0.212 -0.306 0.317
O 1.4403 3.1338 -4.6620 0.673 -0.434 -0.614
H 2.0036 4.2070 -1.6165 0.490 -0.260 0.129
H 1.1877 2.7042 -2.0587 0.757 -0.333 -0.624
H 0.5607 4.2318 -2.4059 -0.195 0.155 -0.755
H 2.2167 4.9102 -4.0781 0.038 0.240 0.270
H 3.9807 2.4204 -3.8022 -0.314 -0.091 -0.363
H 4.2607 3.7287 -2.7720 -0.568 0.229 0.430
H 4.4322 4.0368 -4.3980 -0.412 -0.096 -0.619
H 1.8220 3.1631 -5.5423 -0.068 -0.043 -0.243
C 3.3404 0.6344 -1.5724 -0.609 -1.128 -0.054
C 4.4533 -0.1866 -2.2357 1.317 1.647 2.154
C 5.5785 -0.5108 -1.2555 0.006 -0.157 0.172
O 4.0052 -1.4158 -2.6746 -1.065 -0.786 -1.439
H 2.5733 0.7761 -2.3337 -0.053 0.643 0.058
H 3.6462 1.5353 -1.0405 0.307 0.248 -0.725
H 2.8245 0.0922 -0.7800 0.175 -0.550 0.011
H 4.8640 0.4312 -3.0343 -0.033 -0.087 -0.435
H 5.9224 0.3644 -0.7042 0.176 -0.113 0.022
H 6.3985 -1.0298 -1.7516 0.294 0.405 -0.270
H 5.2162 -1.2897 -0.5846 -0.277 0.323 0.399
H 4.5980 -1.6932 -3.3769 -0.107 -0.330 -0.033
C 1.5520 -0.6034 -6.6424 0.673 -0.868 -0.679
C 1.8578 -1.8581 -5.7523 -0.932 2.183 1.377
C 0.9475 -1.9509 -4.5069 -0.131 -0.401 -0.947
O 1.7312 -3.0013 -6.5266 -0.337 -0.925 -0.389
H 0.6103 -0.7282 -7.1770 -0.279 -0.112 0.360
H 2.2920 -0.6540 -7.4412 0.268 0.076 -0.285
H 1.6173 0.4324 -6.3093 -0.051 -0.332 0.868
H 2.8501 -1.8241 -5.3024 0.470 0.369 -0.364
H 1.2308 -2.8478 -3.9561 0.063 0.212 0.331
H -0.0965 -2.0771 -4.7937 -0.121 0.037 -0.207
H 1.0051 -1.0425 -3.9072 0.279 -0.153 0.099
H 2.1430 -2.8408 -7.3788 0.066 -0.045 -0.079
C -4.6525 -4.5741 -0.3131 -0.837 -1.479 0.201
C -4.3379 -3.2106 -0.8548 0.811 -2.576 2.222
C -4.5056 -2.1562 0.2267 -0.269 1.795 0.292
O -3.0212 -3.2837 -1.3124 -1.210 -0.393 -0.002
H -4.5774 -5.3647 -1.0597 -0.036 0.085 -0.101
H -5.6234 -4.6661 0.1737 -0.403 0.458 -0.617
H -4.0392 -4.8926 0.5299 0.774 0.517 -0.228
H -4.9687 -2.9029 -1.6888 -0.240 0.286 -0.806
H -4.4051 -1.1827 -0.2532 -0.099 0.179 0.394
H -3.8399 -2.2175 1.0876 0.507 -0.378 -0.433
H -5.4991 -2.2440 0.6665 -0.170 -0.046 -0.485
H -2.7453 -2.3649 -1.3499 1.520 1.743 -0.302
```
Positions in Å, forces in eV/Å.

Computed properties:
total energy	-128719.00424	eV
E_LUMO (spin up / spin down)	-0.7 / -7.2	eV
2S+1	2
HOMO-LUMO gap (spin up / spin down)	8.76 / 2.29	eV
highest occupied orbital energy (spin up / spin down)	-9.46 / -9.46	eV
expectation value of S²	0.754
energy relative to the best compared isomer or geometry (same formula, charge and spin)	28.6	kcal/mol
charge	0

These are the Löwdin partial charges, in e, on atoms 1 to 5: atom 1 (As): 0.97, atom 2 (F): -0.24, atom 3 (F): -0.24, atom 4 (F): -0.24, atom 5 (F): -0.26

=====

Record 2
DFT (ωB97M-V with the def2-TZVPD basis set) results for 15 unconnected molecules or ions with the total composition C21H72N12O15.

```
120
Properties=species:S:1:pos:R:3:forces:R:3
C -5.4067 -1.9460 2.1906 0.157 1.238 0.149
C -4.2337 -1.6790 3.1496 -0.970 -2.328 1.664
O -3.5117 -0.6560 2.6216 0.062 2.058 -1.815
H -5.1317 -1.8090 1.1196 0.142 -0.691 0.834
H -6.0187 -1.0760 2.3916 -0.794 0.120 -0.119
H -6.0077 -2.8380 2.3436 0.315 -0.083 0.099
H -3.5617 -2.5400 3.3156 -0.420 -0.062 -0.209
H -4.5037 -1.3070 4.1746 -0.675 -0.881 -0.684
H -2.7077 -0.6400 3.0926 1.711 0.279 0.803
C 0.7693 0.5490 -3.2144 0.293 -1.609 -1.147
C 0.5873 1.1730 -4.5874 1.083 -0.915 -1.075
O -0.7867 1.1650 -5.0414 0.166 -0.225 -1.835
H 1.8413 0.4360 -2.9784 -0.255 0.091 -0.223
H 0.3073 -0.4730 -3.1004 0.237 1.065 -0.382
H 0.3913 1.1970 -2.4924 -0.788 1.036 1.544
H 1.2473 0.5950 -5.3294 -0.922 0.945 0.852
H 0.8803 2.2210 -4.5484 0.421 -0.076 -0.064
H -0.7587 1.3050 -6.0444 -0.181 -0.196 2.303
C 1.5073 3.9720 -2.3454 1.313 0.200 -0.476
C 0.3043 4.7390 -2.7904 -2.073 -2.685 0.205
O -0.5607 5.1470 -1.7664 0.522 2.300 0.551
H 2.2653 4.6540 -1.9494 -0.154 -0.475 0.628
H 2.0233 3.5530 -3.2134 -0.023 0.104 -0.331
H 1.3183 3.0750 -1.7324 -0.225 0.803 0.205
H -0.3327 4.0300 -3.3434 0.227 -0.096 -0.755
H 0.4893 5.5420 -3.4584 0.479 0.965 -0.303
H -1.0707 4.4310 -1.4054 -0.082 -0.909 0.098
C -0.3677 -4.6250 -2.0164 -0.812 0.297 -0.260
C -0.9767 -4.3200 -3.4144 -0.375 -1.489 2.161
O -1.0117 -2.9420 -3.6324 0.376 0.904 -0.963
H -0.7217 -5.5920 -1.6644 0.288 -0.194 -0.152
H -0.6457 -3.9430 -1.1954 -0.389 0.114 -0.687
H 0.6913 -4.5970 -2.0804 1.027 -0.501 -0.002
H -2.0097 -4.7200 -3.3444 0.461 0.086 -0.657
H -0.3657 -4.7990 -4.1924 -0.404 -0.173 0.209
H -0.9827 -2.8560 -4.5934 -0.140 0.549 0.173
C 3.8023 -1.3940 3.5466 1.944 0.294 -2.889
C 2.9043 -0.7400 2.4456 1.050 -0.843 1.433
O 2.0173 0.1620 3.0276 -1.238 -0.011 0.489
H 3.9613 -2.4730 3.3726 0.185 0.476 -0.229
H 3.3923 -1.3480 4.4886 -1.140 0.510 2.151
H 4.7753 -0.8550 3.5296 -0.455 -0.587 0.402
H 2.4403 -1.6100 1.9986 -0.728 0.284 -0.779
H 3.4393 -0.1190 1.7446 0.429 -0.364 -0.456
H 1.3883 -0.3990 3.5016 -0.012 0.501 0.041
C 3.5203 -4.8560 1.8536 -0.536 1.200 1.388
C 2.0803 -4.4420 2.0376 0.666 -2.023 -1.758
O 1.5853 -3.8710 0.8636 -0.497 0.351 -1.712
H 4.2383 -4.0500 1.7226 -0.236 0.307 -0.537
H 3.5033 -5.5250 1.0576 0.784 -1.491 -1.208
H 3.7983 -5.2370 2.8226 0.312 -0.965 0.124
H 2.0673 -3.7090 2.7266 -0.586 2.061 3.147
H 1.4803 -5.3290 2.2656 0.062 0.266 0.507
H 0.7213 -3.4570 1.0646 0.344 -0.246 0.172
C -0.6637 -2.4100 2.8586 -0.457 -6.541 6.557
O -0.6537 -3.4360 3.8396 -0.093 5.524 -5.053
N -0.6897 -2.5790 1.5846 -0.368 -2.244 -4.567
N -0.6937 -1.1350 3.0976 0.174 3.031 3.308
H -1.2267 -3.3170 1.1266 0.009 -0.002 0.554
H -0.3657 -1.8480 0.8916 -0.366 -0.614 1.086
H -0.5937 -0.8010 4.0486 -0.007 -0.066 -0.160
H -0.8987 -0.4850 2.3496 0.523 0.221 0.060
C 4.6493 2.5180 -1.2264 -2.670 6.368 1.261
O 4.3853 3.8250 -1.1744 1.102 -4.768 -0.615
N 3.7833 1.5960 -0.9074 -2.023 1.517 -0.665
N 5.8333 2.0530 -1.4314 6.544 1.750 -1.116
H 2.8353 1.8870 -0.8174 -0.431 -0.402 0.401
H 4.1083 0.7480 -0.5914 0.204 -2.179 0.364
H 6.5873 2.8020 -1.5424 -1.690 -1.606 0.164
H 6.0883 1.1650 -1.8084 -0.520 -0.498 -0.054
C -2.6167 2.0740 -1.5054 6.005 5.687 4.675
O -1.7037 2.8560 -0.8114 -4.150 -4.217 -3.772
N -3.7527 1.8290 -0.9604 -5.021 0.444 2.824
N -2.4187 1.3630 -2.5694 0.843 -0.610 -3.861
H -3.9607 2.3000 -0.0424 -0.118 0.046 -1.471
H -4.5647 1.4280 -1.4734 1.047 0.564 0.589
H -1.5907 1.4680 -3.1274 0.322 0.388 -0.369
H -3.2477 1.1620 -3.1264 0.396 0.051 -0.026
C 3.0303 -1.8370 -1.5994 7.163 4.760 -3.368
O 3.9243 -1.0290 -2.2984 -4.726 -3.716 2.406
N 3.3853 -2.2090 -0.4134 1.446 -0.322 3.234
N 1.8603 -2.2500 -2.0174 -2.540 -0.903 -4.924
H 4.2313 -1.8390 0.0426 -0.775 -0.153 -1.017
H 2.7623 -2.7120 0.2096 -0.235 -0.316 -0.192
H 1.6843 -2.2430 -3.0964 0.610 0.204 2.952
H 1.3983 -3.0270 -1.5694 0.332 -0.056 0.234
C -2.8397 -1.6300 -0.6774 0.709 -8.649 -0.405
O -2.8637 -2.9970 -0.3214 -0.074 6.767 -1.363
N -3.0497 -0.6000 0.0186 -3.128 2.014 5.877
N -2.3347 -1.2220 -1.7994 0.797 -0.228 -4.386
H -3.2997 -0.8310 1.0116 -0.184 1.026 -0.566
H -3.2097 0.3480 -0.3834 -0.360 -1.239 0.544
H -2.0867 -1.9290 -2.4534 0.193 -0.449 -0.919
H -2.3387 -0.2100 -2.1184 0.168 -1.842 0.671
C 0.2323 0.2740 0.0966 6.500 3.061 1.478
O 1.4593 1.0130 0.1456 -7.212 -4.639 -0.704
N -0.8237 0.5640 0.8006 -3.014 3.063 1.113
N 0.0693 -1.0050 -0.3334 2.996 -0.301 -3.473
H -0.9487 1.5310 1.1356 0.324 -0.534 -0.393
H -1.7317 0.1070 0.4416 1.843 0.744 1.026
H 0.9073 -1.1860 -0.9404 -1.210 -0.385 0.562
H -0.7997 -1.2990 -0.8504 1.113 0.947 0.407
C -4.1467 2.4590 2.2186 3.440 -0.954 -0.369
O -4.4877 3.4280 1.2646 -0.424 0.599 0.451
H -3.2147 1.9030 1.8026 -1.126 1.255 1.076
H -4.8417 1.6940 2.2326 -1.890 -1.548 0.310
H -3.9567 2.8190 3.2416 0.179 0.121 -0.563
H -5.2337 3.8690 1.6816 -0.152 0.468 -0.583
C 1.7043 3.8020 1.0506 0.958 -0.349 -0.493
O 1.4223 3.1260 2.2666 -0.213 0.363 0.130
H 0.9443 3.7580 0.2956 -0.809 -0.423 -0.230
H 2.6323 3.5140 0.5696 0.180 -0.606 0.023
H 1.8953 4.8490 1.1626 -0.243 0.804 1.055
H 1.4633 2.1580 2.1856 0.330 0.329 -0.509
C -1.0227 5.0650 3.0606 3.485 -0.513 1.889
O -1.2467 3.7430 2.7086 -1.737 -1.087 0.536
H -1.4227 5.4140 4.0056 -0.781 -0.552 0.107
H -1.2917 5.6770 2.2856 -0.748 1.978 -1.839
H 0.0993 5.1410 3.2426 -1.062 0.400 -0.344
H -0.6117 3.5650 2.0226 0.675 -0.268 -0.179
```
Positions in Å, forces in eV/Å.

Computed properties:
total energy	-71531.94100	eV
E_LUMO	-0.5	eV
HOMO-LUMO gap	7.75	eV
highest occupied orbital energy	-8.24	eV
energy relative to the best compared isomer or geometry (same formula, charge and spin)	50.2	kcal/mol
charge	0

These are the Löwdin partial charges, in e, on atoms 1 to 5: atom 1 (C): -0.04, atom 2 (C): -0.31, atom 3 (O): -0.11, atom 4 (H): 0.07, atom 5 (H): 0.06

=====

| no. | maximum force (Eh/bohr) |
| --- | --- |
| 1 | 0.0784 |
| 2 | 0.1847 |